C4H8NO | ωB97M-V/def2-TZVPD

Summary:
frontier orbital gap (alpha / beta)	9.3 / 7.2	eV
charge	+1
ΔE to the lowest compared entry with this formula, charge and spin	82.1	kcal per mole
LUMO energy (alpha / beta)	-2.88 / -8.89	eV
multiplicity	3

XYZ file:
```
14
Properties=species:S:1:pos:R:3:mulliken_charge:R:1
C 0.06445 -1.38119 -0.65444 -0.398
C -0.93012 -0.29632 -0.79984 0.080
C -2.08321 0.22107 0.60753 -0.779
C 1.57249 0.63993 -0.06528 -0.137
N 0.50532 -0.17619 -0.59190 0.031
O 2.28386 -0.21529 0.74755 -0.453
H 0.27763 -2.36020 -0.27524 0.383
H -1.14198 0.07129 -1.76085 0.397
H -2.81618 1.02246 0.24477 0.303
H -1.39455 0.54578 1.36847 0.338
H -2.75940 -0.59378 0.90727 0.327
H 2.32308 1.22608 -0.75008 0.306
H 0.89253 1.49889 0.38639 0.252
H 3.20609 -0.20254 0.63566 0.353
```